Density functional theory data (the ωB97M-V functional and the def2-TZVPD basis) for a 2-piece molecular cluster, C5H11N2 overall at a distorted geometry.

Element x y z (Å)
C1 -2.568 0.142 1.034
C2 -1.176 -1.204 -1.325
C3 1.744 0.706 -1.067
C4 1.380 -0.163 1.232
C5 0.967 0.681 0.152
N1 -1.967 0.410 0.001
N2 -0.961 -0.327 -0.485
H1 -3.133 0.955 1.507
H2 -2.748 -0.850 1.503
H3 -2.167 -1.480 -1.687
H4 -0.366 -1.802 -1.827
H5 2.562 1.422 -0.869
H6 1.957 -0.289 -1.319
H7 1.410 1.244 -1.954
H8 2.083 0.520 1.818
H9 1.981 -1.030 0.982
H10 0.706 -0.473 2.009
H11 0.295 1.539 0.296

Values from the calculation:
- Charge: +1
- ⟨S²⟩: 2.0255
- Spin multiplicity: 3
- Largest force on an atom: 7.7 eV Å⁻¹
- Gap between HOMO and LUMO (alpha / beta): 0.1858 / 0.2823 Eh